1.
Formula: C5H5NO
Source: the Open Molecules 2025 dataset
Level of theory: ωB97M-V/def2-TZVPD

```
12
Properties=species:S:1:pos:R:3
C -1.58 -0.10 -0.33
C -0.77 0.97 0.31
C 0.22 -0.23 0.60
C 1.44 -0.12 -0.25
C 2.51 -0.02 -0.80
H -1.44 1.40 1.11
H -0.40 1.82 -0.22
H 0.63 -0.37 1.66
H -0.68 -2.17 -0.06
H 3.52 0.02 -1.25
N -0.86 -1.17 0.20
O -2.59 -0.04 -0.96
```

Results
- largest force on an atom (eV/A) = 2.45
- lowest unoccupied orbital energy (eV) = 0.83
- gap between HOMO and LUMO (eV) = 10.847
- DFT total energy (hartree) = -323.42391
- net charge = 0
- E_HOMO (eV) = -10.0
- multiplicity = 1

---

2.
Formula: C5H5NO
Source: the Open Molecules 2025 dataset
Level of theory: ωB97M-V/def2-TZVPD

```
12
Properties=species:S:1:pos:R:3
C 2.12 1.22 -0.05
C 0.97 1.26 0.41
C 2.98 0.10 -0.29
C 0.05 0.24 0.76
C -1.20 -0.04 -0.13
N 2.32 -0.93 0.02
O 1.03 -1.11 0.28
H 4.00 -0.01 -0.30
H -0.39 0.14 1.81
H -0.77 -0.26 -1.05
H -2.04 0.65 -0.26
H -1.80 -0.86 0.43
```

Results
- largest force on an atom (eV/A) = 3.58
- lowest unoccupied orbital energy (eV) = 0.01
- gap between HOMO and LUMO (eV) = 9.272
- SMILES = C[C@@H]1C#CC=NO1
- DFT total energy (hartree) = -323.27084
- net charge = 0
- E_HOMO (eV) = -9.3
- multiplicity = 1

---

3.
Formula: C5H5NO
Source: the Open Molecules 2025 dataset
Level of theory: ωB97M-V/def2-TZVPD

```
12
Properties=species:S:1:pos:R:3
C -1.22 -0.17 -0.04
C -0.39 0.99 0.01
C 1.03 0.94 -0.16
C 1.58 -0.33 -0.12
C 0.70 -1.38 -0.08
H -3.11 0.60 -0.08
H -0.87 1.98 0.25
H 1.63 1.82 -0.21
H 2.59 -0.47 0.48
H 1.22 -2.37 0.09
N -0.58 -1.32 -0.06
O -2.59 -0.30 -0.08
```

Results
- largest force on an atom (eV/A) = 3.62
- lowest unoccupied orbital energy (eV) = 0.67
- gap between HOMO and LUMO (eV) = 9.653
- SMILES = Oc1ccccn1
- DFT total energy (hartree) = -323.47718
- net charge = 0
- E_HOMO (eV) = -9.0
- multiplicity = 1

---

4.
Formula: C5H5NO
Source: the Open Molecules 2025 dataset
Level of theory: ωB97M-V/def2-TZVPD

```
12
Properties=species:S:1:pos:R:3
O 2.20 -0.26 -1.66
C 1.37 0.17 -0.90
C 0.05 -0.50 -0.69
C -0.31 -0.96 0.69
C -1.06 0.19 0.09
C -0.83 1.52 0.61
N -0.64 2.58 1.04
H 1.55 1.09 -0.30
H -0.26 -1.13 -1.52
H 0.38 -0.74 1.50
H -0.84 -1.91 0.79
H -2.07 0.02 -0.26
```

Results
- largest force on an atom (eV/A) = 1.06
- lowest unoccupied orbital energy (eV) = 0.61
- gap between HOMO and LUMO (eV) = 10.906
- SMILES = N#C[C@@H]1C[C@@H]1C=O
- DFT total energy (hartree) = -323.46979
- net charge = 0
- E_HOMO (eV) = -10.3
- multiplicity = 1